ORCA calculation (the ωB97M-V functional and the def2-TZVPD basis) on a 16-piece molecular cluster, C64H176N16O16 overall.

Last columns: bonded neighbours and bond lengths (Å).
Cartesian coordinates (Å):
1 C -5.499 -4.153 -6.079  C2 1.528, H7 1.090, H8 1.090, H9 1.090
2 C -5.328 -5.257 -5.038  C1 1.528, C3 1.474, N6 1.429, H10 1.090
3 C -5.477 -4.835 -3.634  C2 1.474, O4 1.436, H11 1.090, H12 1.090
4 O -4.802 -3.633 -3.231  C3 1.436, C5 1.416
5 C -3.388 -3.649 -3.302  O4 1.416, H13 1.090, H14 1.090, H15 1.090
6 N -6.257 -6.280 -5.402  C2 1.429, H16 1.010, H17 1.010
7 H -4.510 -3.895 -6.458  C1 1.090
8 H -5.847 -3.229 -5.617  C1 1.090
9 H -6.129 -4.470 -6.910  C1 1.090
10 H -4.316 -5.658 -5.102  C2 1.090
11 H -5.336 -5.561 -2.834  C3 1.090
12 H -6.548 -4.636 -3.590  C3 1.090
13 H -2.843 -4.551 -3.025  C5 1.090
14 H -2.943 -2.960 -2.583  C5 1.090
15 H -3.120 -3.317 -4.305  C5 1.090
16 H -6.166 -6.624 -6.347  N6 1.010
17 H -7.211 -6.097 -5.126  N6 1.010
18 C 4.082 2.647 6.365  C19 1.532, H24 1.090, H25 1.090, H26 1.090
19 C 4.790 1.546 5.568  C18 1.532, C20 1.508, N23 1.477, H27 1.090
20 C 5.845 0.958 6.472  C19 1.508, O21 1.393, H28 1.090, H29 1.090
21 O 6.602 1.841 7.239  C20 1.393, C22 1.422
22 C 7.972 1.491 7.392  O21 1.422, H30 1.090, H31 1.090, H32 1.090
23 N 3.692 0.580 5.362  C19 1.477, H33 1.010, H34 1.010
24 H 3.744 2.502 7.391  C18 1.090
25 H 3.300 3.233 5.882  C18 1.090
26 H 4.867 3.367 6.596  C18 1.090
27 H 5.198 1.856 4.606  C19 1.090
28 H 6.366 0.168 5.930  C20 1.090
29 H 5.328 0.510 7.320  C20 1.090
30 H 8.634 2.310 7.671  C22 1.090
31 H 8.456 0.886 6.625  C22 1.090
32 H 8.106 0.786 8.212  C22 1.090
33 H 3.153 0.934 4.585  N23 1.010
34 H 3.131 0.480 6.196  N23 1.010
35 C 3.083 -7.202 -4.258  C36 1.514, H41 1.090, H42 1.090, H43 1.090
36 C 2.412 -5.877 -3.960  C35 1.514, C37 1.594, N40 1.394, H44 1.090
37 C 3.432 -4.746 -3.492  C36 1.594, O38 1.435, H45 1.090, H46 1.090
38 O 4.617 -4.679 -4.297  C37 1.435, C39 1.451
39 C 4.733 -3.534 -5.181  O38 1.451, H47 1.090, H48 1.090, H49 1.090
40 N 1.667 -5.521 -5.084  C36 1.394, H50 1.010, H51 1.010
41 H 4.062 -7.143 -4.733  C35 1.090
42 H 2.571 -7.917 -4.902  C35 1.090
43 H 3.134 -7.672 -3.276  C35 1.090
44 H 1.663 -5.943 -3.170  C36 1.090
45 H 3.838 -4.997 -2.512  C37 1.090
46 H 2.991 -3.758 -3.354  C37 1.090
47 H 3.852 -3.455 -5.819  C39 1.090
48 H 5.684 -3.622 -5.706  C39 1.090
49 H 4.751 -2.604 -4.612  C39 1.090
50 H 2.245 -5.565 -5.911  N40 1.010
51 H 0.935 -6.181 -5.302  N40 1.010
52 C 8.263 -0.255 0.070  C53 1.546, H58 1.090, H59 1.090, H60 1.090
53 C 8.462 -1.346 -1.008  C52 1.546, C54 1.571, N57 1.431, H61 1.090
54 C 9.404 -0.738 -2.108  C53 1.571, O55 1.481, H62 1.090, H63 1.090
55 O 9.787 -1.615 -3.238  C54 1.481, C56 1.465
56 C 10.684 -0.937 -4.177  O55 1.465, H64 1.090, H65 1.090, H66 1.090
57 N 9.338 -2.334 -0.458  C53 1.431, H67 1.010, H68 1.010
58 H 7.614 0.577 -0.203  C52 1.090
59 H 9.193 0.202 0.409  C52 1.090
60 H 7.796 -0.714 0.942  C52 1.090
61 H 7.521 -1.798 -1.322  C53 1.090
62 H 10.281 -0.331 -1.605  C54 1.090
63 H 8.812 0.133 -2.391  C54 1.090
64 H 10.678 -1.450 -5.139  C56 1.090
65 H 11.673 -0.822 -3.732  C56 1.090
66 H 10.333 0.030 -4.538  C56 1.090
67 H 10.014 -1.999 0.214  N57 1.010
68 H 9.712 -2.735 -1.306  N57 1.010
69 C -3.268 4.725 8.490  C70 1.554, H75 1.090, H76 1.090, H77 1.090
70 C -2.375 3.557 7.985  C69 1.554, C71 1.579, N74 1.484, H78 1.090
71 C -2.894 2.114 8.359  C70 1.579, O72 1.405, H79 1.090, H80 1.090
72 O -2.055 1.005 8.154  C71 1.405, C73 1.369
73 C -2.031 0.439 6.908  O72 1.369, H81 1.090, H82 1.090, H83 1.090
74 N -2.221 3.753 6.522  C70 1.484, H84 1.010, H85 1.010
75 H -3.024 5.735 8.162  C69 1.090
76 H -3.461 4.635 9.558  C69 1.090
77 H -4.299 4.521 8.203  C69 1.090
78 H -1.341 3.719 8.290  C70 1.090
79 H -3.883 1.992 7.917  C71 1.090
80 H -3.025 2.140 9.440  C71 1.090
81 H -3.002 0.326 6.426  C73 1.090
82 H -1.412 -0.458 6.884  C73 1.090
83 H -1.371 1.121 6.373  C73 1.090
84 H -1.755 2.960 6.105  N74 1.010
85 H -1.788 4.624 6.249  N74 1.010
86 C -2.147 -0.070 1.490  C87 1.569, H92 1.090, H93 1.090, H94 1.090
87 C -0.628 0.321 1.537  C86 1.569, C88 1.544, N91 1.452, H95 1.090
88 C 0.014 0.328 0.133  C87 1.544, O89 1.496, H96 1.090, H97 1.090
89 O 1.310 1.071 0.052  C88 1.496, C90 1.406
90 C 2.195 0.720 -0.983  O89 1.406, H98 1.090, H99 1.090, H100 1.090
91 N -0.443 1.583 2.233  C87 1.452, H101 1.010, H102 1.010
92 H -2.615 0.597 0.766  C86 1.090
93 H -2.716 0.011 2.416  C86 1.090
94 H -2.178 -1.105 1.150  C86 1.090
95 H -0.101 -0.329 2.236  C87 1.090
96 H -0.574 0.819 -0.643  C88 1.090
97 H 0.294 -0.706 -0.069  C88 1.090
98 H 1.597 0.516 -1.871  C90 1.090
99 H 2.574 -0.246 -0.646  C90 1.090
100 H 3.042 1.404 -0.952  C90 1.090
101 H -1.132 2.202 1.830  N91 1.010
102 H 0.388 2.033 1.878  N91 1.010
103 C -6.337 1.507 -5.706  C104 1.592, H109 1.090, H110 1.090, H111 1.090
104 C -4.762 1.718 -5.619  C103 1.592, C105 1.542, N108 1.412, H112 1.090
105 C -4.181 3.004 -6.238  C104 1.542, O106 1.384, H113 1.090, H114 1.090
106 O -2.813 2.914 -6.050  C105 1.384, C107 1.439
107 C -2.108 3.651 -7.066  O106 1.439, H115 1.090, H116 1.090, H117 1.090
108 N -4.347 1.368 -4.316  C104 1.412, H118 1.010, H119 1.010
109 H -6.935 2.358 -5.380  C103 1.090
110 H -6.756 0.579 -5.318  C103 1.090
111 H -6.489 1.526 -6.785  C103 1.090
112 H -4.363 0.898 -6.217  C104 1.090
113 H -4.642 3.910 -5.844  C105 1.090
114 H -4.504 2.985 -7.279  C105 1.090
115 H -1.028 3.541 -6.972  C107 1.090
116 H -2.409 4.679 -7.267  C107 1.090
117 H -2.335 3.060 -7.954  C107 1.090
118 H -4.470 0.368 -4.244  N108 1.010
119 H -3.346 1.348 -4.454  N108 1.010
120 C 8.547 6.809 0.873  C121 1.533, H126 1.090, H127 1.090, H128 1.090
121 C 8.932 5.503 1.578  C120 1.533, C122 1.501, N125 1.367, H129 1.090
122 C 10.044 5.711 2.563  C121 1.501, O123 1.457, H130 1.090, H131 1.090
123 O 10.170 4.689 3.594  C122 1.457, C124 1.427
124 C 11.264 4.831 4.501  O123 1.427, H132 1.090, H133 1.090, H134 1.090
125 N 7.782 5.034 2.150  C121 1.367, H135 1.010, H136 1.010
126 H 8.289 7.507 1.669  C120 1.090
127 H 7.738 6.625 0.167  C120 1.090
128 H 9.487 7.219 0.503  C120 1.090
129 H 9.237 4.841 0.767  C121 1.090
130 H 10.110 6.656 3.103  C122 1.090
131 H 10.926 5.663 1.924  C122 1.090
132 H 12.214 5.000 3.993  C124 1.090
133 H 11.425 3.976 5.158  C124 1.090
134 H 11.206 5.687 5.172  C124 1.090
135 H 7.246 4.428 1.546  N125 1.010
136 H 8.124 4.587 2.989  N125 1.010
137 C -5.847 5.207 0.763  C138 1.538, H143 1.090, H144 1.090, H145 1.090
138 C -4.598 6.102 0.825  C137 1.538, C139 1.549, N142 1.453, H146 1.090
139 C -5.010 7.544 1.213  C138 1.549, O140 1.384, H147 1.090, H148 1.090
140 O -4.025 8.510 1.331  C139 1.384, C141 1.429
141 C -3.684 9.142 0.096  O140 1.429, H149 1.090, H150 1.090, H151 1.090
142 N -3.655 5.569 1.794  C138 1.453, H152 1.010, H153 1.010
143 H -5.714 4.270 0.221  C137 1.090
144 H -6.643 5.721 0.224  C137 1.090
145 H -6.247 5.181 1.777  C137 1.090
146 H -4.146 6.134 -0.166  C138 1.090
147 H -5.296 7.412 2.256  C139 1.090
148 H -5.973 7.905 0.853  C139 1.090
149 H -2.697 8.714 -0.079  C141 1.090
150 H -3.689 10.232 0.073  C141 1.090
151 H -4.267 8.794 -0.757  C141 1.090
152 H -4.112 5.506 2.692  N142 1.010
153 H -2.905 6.223 1.969  N142 1.010
154 C -2.704 -6.628 4.880  C155 1.512, H160 1.090, H161 1.090, H162 1.090
155 C -3.175 -6.354 3.470  C154 1.512, C156 1.541, N159 1.383, H163 1.090
156 C -2.228 -6.603 2.280  C155 1.541, O157 1.397, H164 1.090, H165 1.090
157 O -1.882 -7.951 2.399  C156 1.397, C158 1.377
158 C -0.642 -8.332 1.937  O157 1.377, H166 1.090, H167 1.090, H168 1.090
159 N -4.417 -6.935 3.287  C155 1.383, H169 1.010, H170 1.010
160 H -2.563 -7.707 4.955  C154 1.090
161 H -3.414 -6.242 5.612  C154 1.090
162 H -1.691 -6.233 4.959  C154 1.090
163 H -3.469 -5.306 3.514  C155 1.090
164 H -1.315 -6.010 2.335  C156 1.090
165 H -2.645 -6.494 1.279  C156 1.090
166 H -0.522 -7.818 0.983  C158 1.090
167 H -0.623 -9.407 1.757  C158 1.090
168 H 0.045 -7.975 2.704  C158 1.090
169 H -4.146 -7.865 3.003  N159 1.010
170 H -4.933 -7.074 4.144  N159 1.010
171 C -13.212 -2.753 1.813  C172 1.496, H177 1.090, H178 1.090, H179 1.090
172 C -12.349 -3.002 0.617  C171 1.496, C173 1.591, N176 1.492, H180 1.090
173 C -10.767 -3.034 0.783  C172 1.591, O174 1.416, H181 1.090, H182 1.090
174 O -10.344 -1.698 0.980  C173 1.416, C175 1.394
175 C -8.982 -1.403 1.002  O174 1.394, H183 1.090, H184 1.090, H185 1.090
176 N -12.683 -4.373 0.132  C172 1.492, H186 1.010, H187 1.010
177 H -14.260 -2.653 1.531  C171 1.090
178 H -12.855 -1.811 2.229  C171 1.090
179 H -13.002 -3.499 2.580  C171 1.090
180 H -12.495 -2.157 -0.056  C172 1.090
181 H -10.284 -3.499 -0.076  C173 1.090
182 H -10.487 -3.670 1.624  C173 1.090
183 H -9.026 -0.316 1.073  C175 1.090
184 H -8.418 -1.542 0.079  C175 1.090
185 H -8.562 -1.793 1.929  C175 1.090
186 H -12.374 -5.021 0.843  N176 1.010
187 H -12.179 -4.733 -0.665  N176 1.010
188 C 5.218 3.213 -6.429  C189 1.516, H194 1.090, H195 1.090, H196 1.090
189 C 4.931 4.380 -7.352  C188 1.516, C190 1.518, N193 1.423, H197 1.090
190 C 4.879 5.641 -6.508  C189 1.518, O191 1.378, H198 1.090, H199 1.090
191 O 4.736 6.787 -7.258  C190 1.378, C192 1.451
192 C 4.341 7.875 -6.382  O191 1.451, H200 1.090, H201 1.090, H202 1.090
193 N 5.998 4.562 -8.276  C189 1.423, H203 1.010, H204 1.010
194 H 6.042 3.314 -5.722  C188 1.090
195 H 5.528 2.309 -6.953  C188 1.090
196 H 4.320 2.951 -5.870  C188 1.090
197 H 4.009 4.325 -7.931  C189 1.090
198 H 5.761 5.825 -5.895  C190 1.090
199 H 4.005 5.582 -5.860  C190 1.090
200 H 4.481 8.880 -6.780  C192 1.090
201 H 4.992 7.929 -5.509  C192 1.090
202 H 3.314 7.717 -6.054  C192 1.090
203 H 6.905 4.518 -7.832  N193 1.010
204 H 5.969 5.534 -8.546  N193 1.010
205 C -7.867 -2.026 6.925  C206 1.537, H211 1.090, H212 1.090, H213 1.090
206 C -8.993 -3.015 7.261  C205 1.537, C207 1.623, N210 1.515, H214 1.090
207 C -10.381 -2.358 6.736  C206 1.623, O208 1.417, H215 1.090, H216 1.090
208 O -11.523 -2.963 7.317  C207 1.417, C209 1.463
209 C -12.781 -2.228 7.193  O208 1.463, H217 1.090, H218 1.090, H219 1.090
210 N -8.854 -4.388 6.634  C206 1.515, H220 1.010, H221 1.010
211 H -7.586 -2.041 5.872  C205 1.090
212 H -7.002 -2.417 7.460  C205 1.090
213 H -8.284 -1.046 7.159  C205 1.090
214 H -9.045 -3.075 8.348  C206 1.090
215 H -10.435 -2.566 5.667  C207 1.090
216 H -10.298 -1.274 6.825  C207 1.090
217 H -12.662 -1.147 7.276  C209 1.090
218 H -13.493 -2.485 7.978  C209 1.090
219 H -13.154 -2.565 6.226  C209 1.090
220 H -9.122 -4.367 5.661  N210 1.010
221 H -9.465 -5.015 7.137  N210 1.010
222 C 2.755 8.459 0.671  C223 1.529, H228 1.090, H229 1.090, H230 1.090
223 C 2.155 7.103 1.044  C222 1.529, C224 1.466, N227 1.449, H231 1.090
224 C 2.072 6.122 -0.043  C223 1.466, O225 1.485, H232 1.090, H233 1.090
225 O 1.434 6.569 -1.307  C224 1.485, C226 1.469
226 C 0.710 5.465 -1.951  O225 1.469, H234 1.090, H235 1.090, H236 1.090
227 N 2.894 6.507 2.139  C223 1.449, H237 1.010, H238 1.010
228 H 3.543 8.213 -0.041  C222 1.090
229 H 3.071 9.005 1.560  C222 1.090
230 H 2.081 9.086 0.088  C222 1.090
231 H 1.137 7.215 1.419  C223 1.090
232 H 1.456 5.376 0.459  C224 1.090
233 H 2.984 5.613 -0.355  C224 1.090
234 H 0.172 4.857 -1.224  C226 1.090
235 H 1.404 4.892 -2.566  C226 1.090
236 H -0.043 5.805 -2.662  C226 1.090
237 H 2.992 7.181 2.885  N227 1.010
238 H 3.839 6.468 1.785  N227 1.010
239 C 7.127 -7.392 3.666  C240 1.537, H245 1.090, H246 1.090, H247 1.090
240 C 6.195 -6.419 4.406  C239 1.537, C241 1.495, N244 1.499, H248 1.090
241 C 4.798 -6.468 3.878  C240 1.495, O242 1.484, H249 1.090, H250 1.090
242 O 4.691 -5.866 2.525  C241 1.484, C243 1.497
243 C 4.380 -4.402 2.497  O242 1.497, H251 1.090, H252 1.090, H253 1.090
244 N 6.205 -6.625 5.890  C240 1.499, H254 1.010, H255 1.010
245 H 6.910 -7.249 2.608  C239 1.090
246 H 7.019 -8.402 4.061  C239 1.090
247 H 8.153 -7.084 3.870  C239 1.090
248 H 6.560 -5.450 4.065  C240 1.090
249 H 4.008 -6.305 4.612  C241 1.090
250 H 4.433 -7.460 3.612  C241 1.090
251 H 3.372 -4.266 2.889  C243 1.090
252 H 4.251 -3.981 1.499  C243 1.090
253 H 5.053 -3.743 3.044  C243 1.090
254 H 7.123 -6.780 6.281  N244 1.010
255 H 6.150 -5.673 6.222  N244 1.010
256 C 0.547 -0.490 -9.700  C257 1.562, H262 1.090, H263 1.090, H264 1.090
257 C -0.733 -1.170 -9.115  C256 1.562, C258 1.534, N261 1.522, H265 1.090
258 C -0.975 -2.520 -9.803  C257 1.534, O259 1.413, H266 1.090, H267 1.090
259 O 0.086 -3.424 -9.570  C258 1.413, C260 1.419
260 C -0.036 -4.740 -10.086  O259 1.419, H268 1.090, H269 1.090, H270 1.090
261 N -0.509 -1.289 -7.614  C257 1.522, H271 1.010, H272 1.010
262 H 0.892 0.486 -9.360  C256 1.090
263 H 0.147 -0.190 -10.668  C256 1.090
264 H 1.351 -1.209 -9.858  C256 1.090
265 H -1.526 -0.426 -9.176  C257 1.090
266 H -0.989 -2.292 -10.869  C258 1.090
267 H -2.014 -2.800 -9.627  C258 1.090
268 H -0.941 -5.175 -9.663  C260 1.090
269 H 0.816 -5.335 -9.757  C260 1.090
270 H -0.045 -4.821 -11.173  C260 1.090
271 H 0.074 -2.104 -7.489  N261 1.010
272 H 0.033 -0.492 -7.313  N261 1.010

Summary:
- Energy relative to the best compared isomer or geometry (same formula, charge and spin): 1385.4 kJ/mol
- 2S+1: 1
- HOMO energy: -8.65 eV
- F_max: 0.0763 hartree/bohr
- E: -4623.1574 a.u.
- LUMO: -0.06 eV